No. 1
C14H52N10O12 | ωB97M-V/def2-TZVPD

CARTESIAN COORDINATES (ANGSTROEM)
C (1.010, 3.585, -5.447)
O (0.259, 4.290, -4.501)
H (1.655, 4.331, -5.909)
H (1.643, 2.809, -5.017)
H (0.308, 3.157, -6.163)
H (-0.336, 3.717, -4.013)
C (-2.085, 6.859, 1.643)
O (-2.602, 7.380, 2.870)
H (-1.027, 7.110, 1.575)
H (-2.349, 5.807, 1.755)
H (-2.589, 7.260, 0.764)
H (-2.219, 6.944, 3.635)
C (7.122, 1.302, 4.702)
O (7.309, 2.528, 5.356)
H (8.035, 0.822, 4.351)
H (6.724, 0.651, 5.480)
H (6.341, 1.448, 3.955)
H (8.226, 2.598, 5.632)
C (-5.497, -4.510, -2.654)
O (-6.391, -5.216, -1.809)
H (-4.527, -4.356, -2.181)
H (-5.313, -5.103, -3.550)
H (-5.867, -3.543, -2.992)
H (-5.890, -5.740, -1.180)
C (8.212, -4.284, -2.014)
O (6.877, -4.143, -2.477)
H (8.850, -4.253, -2.897)
H (8.462, -3.422, -1.394)
H (8.322, -5.302, -1.642)
H (6.648, -5.043, -2.722)
C (1.013, -5.402, -6.063)
O (0.596, -5.740, -7.152)
N (1.496, -6.106, -5.153)
N (0.928, -4.143, -5.739)
H (1.739, -7.072, -5.319)
H (1.479, -5.696, -4.230)
H (0.599, -3.528, -6.470)
H (1.564, -3.865, -5.005)
C (0.939, -0.396, 0.049)
O (0.368, -1.441, 0.234)
N (2.190, -0.322, -0.238)
N (0.520, 0.802, 0.139)
H (2.625, 0.589, -0.210)
H (2.661, -1.168, -0.526)
H (-0.474, 0.924, 0.265)
H (1.140, 1.599, 0.101)
C (-5.494, -1.359, 3.394)
O (-5.480, -0.512, 2.511)
N (-4.535, -2.258, 3.484)
N (-6.353, -1.400, 4.342)
H (-4.600, -3.111, 4.022)
H (-3.779, -2.083, 2.838)
H (-6.202, -1.961, 5.168)
H (-6.998, -0.627, 4.263)
C (4.344, 6.669, 0.184)
O (3.983, 5.509, 0.133)
N (4.217, 7.464, -0.817)
N (4.827, 7.177, 1.314)
H (3.753, 7.083, -1.630)
H (4.514, 8.429, -0.846)
H (5.253, 8.093, 1.320)
H (4.933, 6.509, 2.064)
C (-1.239, -9.222, -0.016)
O (-2.382, -8.978, 0.408)
N (-0.359, -8.302, -0.188)
N (-0.704, -10.374, -0.307)
H (-0.538, -7.343, 0.073)
H (0.550, -8.721, -0.055)
H (-1.189, -11.237, -0.105)
H (0.189, -10.428, -0.775)
C (0.328, 2.402, 7.324)
C (0.539, 3.541, 6.354)
O (-0.288, 4.553, 6.875)
H (-0.724, 2.119, 7.273)
H (0.580, 2.842, 8.289)
H (0.993, 1.576, 7.070)
H (0.074, 3.312, 5.395)
H (1.600, 3.783, 6.282)
H (0.053, 4.836, 7.727)
C (-6.941, 2.261, -4.127)
C (-6.410, 3.403, -3.194)
O (-5.221, 3.109, -2.583)
H (-7.455, 1.496, -3.546)
H (-6.108, 1.923, -4.744)
H (-7.585, 2.721, -4.877)
H (-7.135, 3.632, -2.413)
H (-6.261, 4.278, -3.828)
H (-5.444, 2.479, -1.894)

SMILES = NC(N)=O.NC(N)=O.NC(N)=O.NC(N)=O.NC(N)=O.CCO.CCO.CO.CO.CO.CO.CO
energy above the lowest of the compared OMol25 structures with the same formula, charge and spin = 524.1 kJ/mol
net charge = 0
LUMO = 0.0370 eV
gap between HOMO and LUMO = 9.5 eV
E = -2014.952344 hartree
multiplicity = 1

***

No. 2
C14H52N10O12 | ωB97M-V/def2-TZVPD

CARTESIAN COORDINATES (ANGSTROEM)
C (18.680, -2.170, 1.865)
C (17.969, -1.392, 0.908)
O (17.002, -2.224, 0.326)
H (19.275, -1.428, 2.321)
H (19.321, -2.899, 1.400)
H (18.051, -2.744, 2.579)
H (18.701, -0.998, 0.215)
H (17.511, -0.588, 1.439)
H (16.765, -1.737, -0.500)
C (17.272, 0.333, 4.053)
C (18.549, 0.753, 4.711)
O (18.665, 0.327, 6.015)
H (17.215, -0.745, 3.877)
H (17.000, 0.955, 3.148)
H (16.497, 0.407, 4.891)
H (18.676, 1.836, 4.718)
H (19.446, 0.439, 4.183)
H (17.919, 0.668, 6.552)
C (13.971, -3.356, -1.171)
O (13.137, -2.341, -0.774)
N (14.660, -3.242, -2.242)
N (13.913, -4.568, -0.569)
H (14.090, -2.545, -2.859)
H (15.137, -3.989, -2.783)
H (13.487, -4.574, 0.372)
H (14.362, -5.471, -0.956)
C (15.377, -4.712, 4.947)
O (16.037, -3.492, 4.743)
N (14.906, -5.063, 6.084)
N (15.192, -5.589, 4.045)
H (14.944, -4.419, 6.857)
H (14.377, -5.929, 6.248)
H (15.606, -5.313, 3.108)
H (14.447, -6.275, 4.052)
C (13.771, -0.041, 6.116)
O (13.781, 0.511, 7.396)
N (13.196, 0.468, 5.089)
N (14.419, -1.126, 5.843)
H (12.460, 1.278, 5.189)
H (13.142, -0.068, 4.183)
H (14.858, -1.601, 6.669)
H (14.499, -1.643, 4.954)
C (10.225, -1.652, 1.266)
O (9.708, -0.765, 2.154)
N (9.657, -2.309, 0.310)
N (11.506, -1.835, 1.277)
H (8.656, -1.990, 0.205)
H (10.128, -2.765, -0.527)
H (12.107, -1.639, 2.058)
H (11.953, -2.273, 0.503)
C (15.344, 1.403, 0.323)
O (16.700, 1.712, 0.356)
N (14.525, 1.492, 1.327)
N (14.657, 1.153, -0.765)
H (14.936, 1.752, 2.233)
H (13.519, 1.334, 1.401)
H (15.222, 1.232, -1.604)
H (13.660, 0.877, -0.732)
C (11.293, 0.786, -0.959)
O (12.023, 0.453, 0.185)
H (11.825, 0.182, -1.713)
H (11.121, 1.897, -1.105)
H (10.335, 0.315, -0.917)
H (11.848, -0.497, 0.426)
C (14.540, -1.982, 2.532)
O (13.834, -0.709, 2.541)
H (15.620, -1.794, 2.546)
H (14.366, -2.626, 1.644)
H (14.307, -2.547, 3.346)
H (14.333, -0.143, 2.045)
C (12.034, -3.414, 5.000)
O (11.630, -2.071, 5.050)
H (12.473, -3.663, 4.066)
H (11.106, -3.991, 5.084)
H (12.685, -3.697, 5.850)
H (12.406, -1.496, 5.085)
C (17.408, -5.314, 2.035)
O (16.254, -4.713, 1.581)
H (17.706, -4.765, 2.922)
H (18.232, -5.160, 1.267)
H (17.260, -6.312, 2.335)
H (16.441, -3.785, 1.384)
C (11.244, -5.099, 1.768)
O (12.689, -4.990, 1.943)
H (10.690, -4.825, 2.716)
H (11.038, -6.112, 1.467)
H (10.826, -4.409, 1.050)
H (12.998, -5.490, 2.728)

SMILES = NC(N)=O.NC(N)=O.NC(N)=O.NC(N)=O.NC(N)=O.CCO.CCO.CO.CO.CO.CO.CO
energy above the lowest of the compared OMol25 structures with the same formula, charge and spin = 666.2 kJ/mol
net charge = 0
LUMO = -0.3341 eV
gap between HOMO and LUMO = 8.2 eV
E = -2014.898229 hartree
multiplicity = 1